Molecular formula: C51H123N9O9
Method: DFT, the ωB97M-V functional and the def2-TZVPD basis

Each atom is followed by the atoms it is bonded to, with distances in Å.
Geometry (Å):
1 C -7.0525 -6.4919 -9.2990  C2 1.622, H12 1.090, H13 1.090, H14 1.090
2 C -6.8579 -8.0993 -9.1966  C1 1.622, C3 1.543, N7 1.414, C11 1.486
3 C -5.3522 -8.3900 -9.0289  C2 1.543, C4 1.528, H15 1.090, H16 1.090
4 C -4.7443 -8.2196 -7.6372  C3 1.528, C5 1.575, H17 1.090, H18 1.090
5 C -5.5785 -9.2491 -6.7862  C4 1.575, C6 1.612, H19 1.090, H20 1.090
6 C -7.1581 -8.9296 -6.7596  C5 1.612, N7 1.502, C9 1.576, C10 1.559
7 N -7.6005 -8.7492 -8.1833  C2 1.414, C6 1.502, O8 1.506
8 O -9.0624 -8.4016 -8.2884  N7 1.506, H30 0.960
9 C -7.9223 -10.2169 -6.2681  C6 1.576, H21 1.090, H22 1.090, H23 1.090
10 C -7.3731 -7.6058 -5.9651  C6 1.559, H24 1.090, H25 1.090, H26 1.090
11 C -7.0788 -8.6491 -10.5595  C2 1.486, H27 1.090, H28 1.090, H29 1.090
12 H -6.4451 -6.0699 -10.0997  C1 1.090
13 H -6.5552 -5.9573 -8.4897  C1 1.090
14 H -8.0894 -6.1702 -9.2017  C1 1.090
15 H -4.9942 -9.3026 -9.5054  C3 1.090
16 H -4.8558 -7.5965 -9.5875  C3 1.090
17 H -4.8932 -7.1748 -7.3648  C4 1.090
18 H -3.6593 -8.2699 -7.7284  C4 1.090
19 H -5.1983 -9.2426 -5.7647  C5 1.090
20 H -5.3642 -10.2768 -7.0793  C5 1.090
21 H -7.4174 -10.7964 -5.4953  C9 1.090
22 H -8.9586 -10.0350 -5.9830  C9 1.090
23 H -7.9351 -11.0051 -7.0208  C9 1.090
24 H -7.2330 -7.7770 -4.8977  C10 1.090
25 H -6.6406 -6.8130 -6.1172  C10 1.090
26 H -8.3253 -7.0987 -6.1208  C10 1.090
27 H -8.1298 -8.4592 -10.7775  C11 1.090
28 H -7.0666 -9.7338 -10.4536  C11 1.090
29 H -6.5129 -8.2164 -11.3846  C11 1.090
30 H -9.4317 -9.2375 -8.5824  O8 0.960
31 C -1.1906 5.2770 10.4398  C32 1.498, H42 1.090, H43 1.090, H44 1.090
32 C -2.2301 6.0576 9.6948  C31 1.498, C33 1.629, N37 1.463, C41 1.592
33 C -3.1486 6.6784 10.8878  C32 1.629, C34 1.551, H45 1.090, H46 1.090
34 C -2.5420 7.8971 11.6320  C33 1.551, C35 1.538, H47 1.090, H48 1.090
35 C -2.1773 8.9151 10.5377  C34 1.538, C36 1.579, H49 1.090, H50 1.090
36 C -1.1686 8.3861 9.4439  C35 1.579, N37 1.525, C39 1.550, C40 1.573
37 N -1.7690 7.1324 8.8166  C32 1.463, C36 1.525, O38 1.427
38 O -0.8800 6.6816 7.7949  N37 1.427, H60 0.960
39 C -1.0357 9.5963 8.4842  C36 1.550, H51 1.090, H52 1.090, H53 1.090
40 C 0.2590 8.1569 10.0637  C36 1.573, H54 1.090, H55 1.090, H56 1.090
41 C -3.2110 5.1904 8.7899  C32 1.592, H57 1.090, H58 1.090, H59 1.090
42 H -1.5956 4.5363 11.1293  C31 1.090
43 H -0.5002 5.9064 11.0015  C31 1.090
44 H -0.6967 4.8853 9.5506  C31 1.090
45 H -4.1308 7.0815 10.6414  C33 1.090
46 H -3.2706 5.9215 11.6626  C33 1.090
47 H -1.6760 7.5588 12.2010  C34 1.090
48 H -3.2474 8.2611 12.3791  C34 1.090
49 H -1.7711 9.8185 10.9928  C35 1.090
50 H -3.1201 9.2472 10.1030  C35 1.090
51 H -0.8345 10.5679 8.9352  C39 1.090
52 H -0.2519 9.4003 7.7525  C39 1.090
53 H -1.9733 9.6178 7.9287  C39 1.090
54 H 0.1127 7.7222 11.0524  C40 1.090
55 H 1.0007 7.5655 9.5269  C40 1.090
56 H 0.7211 9.1042 10.3415  C40 1.090
57 H -4.1511 5.7083 8.6002  C41 1.090
58 H -3.3127 4.1840 9.1961  C41 1.090
59 H -2.8232 5.0691 7.7785  C41 1.090
60 H -1.4047 6.8438 7.0075  O38 0.960
61 C 0.2371 2.3768 -0.8306  C62 1.532, H72 1.090, H73 1.090, H74 1.090
62 C -0.1178 1.1452 0.0081  C61 1.532, C63 1.541, N67 1.524, C71 1.512
63 C -1.5498 1.1870 0.5760  C62 1.541, C64 1.549, H75 1.090, H76 1.090
64 C -2.7444 0.8083 -0.3350  C63 1.549, C65 1.493, H77 1.090, H78 1.090
65 C -2.4174 -0.5257 -0.9210  C64 1.493, C66 1.508, H79 1.090, H80 1.090
66 C -1.0992 -0.6175 -1.6470  C65 1.508, N67 1.475, C69 1.582, C70 1.535
67 N 0.0263 -0.1148 -0.8366  C62 1.524, C66 1.475, O68 1.384
68 O 1.2318 -0.2435 -1.5034  N67 1.384, H90 0.960
69 C -0.8469 -2.1514 -1.9424  C66 1.582, H81 1.090, H82 1.090, H83 1.090
70 C -1.1710 0.0228 -3.0400  C66 1.535, H84 1.090, H85 1.090, H86 1.090
71 C 0.8627 1.0323 1.1534  C62 1.512, H87 1.090, H88 1.090, H89 1.090
72 H -0.0913 3.3564 -0.4832  C61 1.090
73 H -0.1999 2.2073 -1.8147  C61 1.090
74 H 1.3106 2.3740 -1.0192  C61 1.090
75 H -1.4792 0.6307 1.5107  C63 1.090
76 H -1.7717 2.2197 0.8450  C63 1.090
77 H -2.9640 1.4644 -1.1773  C64 1.090
78 H -3.6093 0.8143 0.3284  C64 1.090
79 H -3.2783 -0.9398 -1.4458  C65 1.090
80 H -2.3034 -1.1296 -0.0209  C65 1.090
81 H -0.1763 -2.3524 -2.7779  C69 1.090
82 H -0.3867 -2.7814 -1.1812  C69 1.090
83 H -1.8122 -2.6261 -2.1185  C69 1.090
84 H -0.1868 0.0704 -3.5061  C70 1.090
85 H -1.7712 -0.4398 -3.8234  C70 1.090
86 H -1.4345 1.0805 -3.0503  C70 1.090
87 H 0.7205 0.1220 1.7358  C71 1.090
88 H 0.8628 1.8888 1.8275  C71 1.090
89 H 1.8262 1.0187 0.6438  C71 1.090
90 H 1.7029 -0.5530 -0.7263  O68 0.960
91 C 1.4116 -2.9993 -9.8760  C92 1.550, H97 1.090, H98 1.090, H99 1.090
92 C 2.7610 -3.7156 -9.6147  C91 1.550, C93 1.493, N96 1.379, H100 1.090
93 C 3.0937 -3.9304 -8.1756  C92 1.493, O94 1.393, H101 1.090, H102 1.090
94 O 4.3358 -4.4673 -7.8433  C93 1.393, C95 1.399
95 C 4.2802 -5.2348 -6.6751  O94 1.399, H103 1.090, H104 1.090, H105 1.090
96 N 2.7134 -4.9382 -10.2514  C92 1.379, H106 1.010, H107 1.010
97 H 1.4424 -1.9343 -9.6458  C91 1.090
98 H 0.6948 -3.2151 -9.0837  C91 1.090
99 H 1.0058 -3.3092 -10.8390  C91 1.090
100 H 3.4328 -3.1363 -10.2481  C92 1.090
101 H 2.2908 -4.5651 -7.8005  C93 1.090
102 H 3.0322 -2.9757 -7.6532  C93 1.090
103 H 5.2410 -5.6681 -6.3973  C95 1.090
104 H 3.6336 -6.1027 -6.8046  C95 1.090
105 H 3.9158 -4.7202 -5.7861  C95 1.090
106 H 3.6890 -4.9352 -10.5126  N96 1.010
107 H 2.2297 -4.7810 -11.1240  N96 1.010
108 C 1.9441 10.0871 1.2702  C109 1.587, H114 1.090, H115 1.090, H116 1.090
109 C 0.9394 11.1521 0.6568  C108 1.587, C110 1.589, N113 1.417, H117 1.090
110 C -0.5122 10.5538 0.4094  C109 1.589, O111 1.373, H118 1.090, H119 1.090
111 O -1.1035 10.1354 1.5762  C110 1.373, C112 1.425
112 C -2.4410 9.6594 1.6993  O111 1.425, H120 1.090, H121 1.090, H122 1.090
113 N 0.7937 12.1351 1.6664  C109 1.417, H123 1.010, H124 1.010
114 H 2.9940 10.3709 1.1962  C108 1.090
115 H 1.9262 9.1805 0.6654  C108 1.090
116 H 1.8035 9.8150 2.3162  C108 1.090
117 H 1.2560 11.6198 -0.2755  C109 1.090
118 H -0.4817 9.7421 -0.3174  C110 1.090
119 H -1.1668 11.3822 0.1388  C110 1.090
120 H -2.7395 9.1310 0.7939  C112 1.090
121 H -3.1632 10.4289 1.9722  C112 1.090
122 H -2.4574 8.9696 2.5431  C112 1.090
123 H 0.5211 11.7028 2.5375  N113 1.010
124 H 0.0208 12.7450 1.4411  N113 1.010
125 C 7.5069 1.4334 7.0348  C126 1.576, H131 1.090, H132 1.090, H133 1.090
126 C 6.5443 2.3461 7.8861  C125 1.576, C127 1.499, N130 1.412, H134 1.090
127 C 7.1453 2.7608 9.1950  C126 1.499, O128 1.467, H135 1.090, H136 1.090
128 O 6.0466 3.4758 9.8527  C127 1.467, C129 1.390
129 C 6.4593 4.1181 11.0141  O128 1.390, H137 1.090, H138 1.090, H139 1.090
130 N 6.3254 3.4589 7.0457  C126 1.412, H140 1.010, H141 1.010
131 H 6.8870 0.8032 6.3971  C125 1.090
132 H 8.1147 0.6889 7.5490  C125 1.090
133 H 8.0728 1.9593 6.2658  C125 1.090
134 H 5.5404 1.9516 8.0434  C126 1.090
135 H 8.0646 3.3430 9.2577  C127 1.090
136 H 7.4175 1.8370 9.7054  C127 1.090
137 H 7.3143 4.7656 10.8194  C129 1.090
138 H 6.7447 3.4887 11.8570  C129 1.090
139 H 5.7082 4.8026 11.4084  C129 1.090
140 H 6.0281 3.2344 6.1069  N130 1.010
141 H 5.5454 3.8828 7.5274  N130 1.010
142 C 5.5291 -6.3191 3.0360  C143 1.576, H148 1.090, H149 1.090, H150 1.090
143 C 5.5564 -4.7952 2.6341  C142 1.576, C144 1.522, N147 1.472, H151 1.090
144 C 6.4332 -4.3698 1.4644  C143 1.522, O145 1.418, H152 1.090, H153 1.090
145 O 6.4293 -2.9717 1.2253  C144 1.418, C146 1.380
146 C 7.1429 -2.6576 0.0865  O145 1.380, H154 1.090, H155 1.090, H156 1.090
147 N 4.1136 -4.7128 2.3540  C143 1.472, H157 1.010, H158 1.010
148 H 6.5213 -6.7585 3.1389  C142 1.090
149 H 5.0410 -6.8527 2.2205  C142 1.090
150 H 5.0118 -6.5125 3.9757  C142 1.090
151 H 5.9651 -4.3662 3.5490  C143 1.090
152 H 6.0989 -4.9270 0.5893  C144 1.090
153 H 7.4522 -4.6632 1.7165  C144 1.090
154 H 7.7133 -1.7336 0.1806  C146 1.090
155 H 6.5520 -2.6329 -0.8291  C146 1.090
156 H 7.9842 -3.3173 -0.1257  C146 1.090
157 H 3.9206 -3.8702 1.8316  N147 1.010
158 H 3.7937 -5.5258 1.8472  N147 1.010
159 C -1.2466 -8.4695 6.3299  C160 1.558, H165 1.090, H166 1.090, H167 1.090
160 C -1.8264 -7.5871 5.1838  C159 1.558, C161 1.543, N164 1.452, H168 1.090
161 C -3.2855 -7.9298 4.8194  C160 1.543, O162 1.456, H169 1.090, H170 1.090
162 O -3.6497 -7.0689 3.7027  C161 1.456, C163 1.378
163 C -4.0107 -7.6096 2.4880  O162 1.378, H171 1.090, H172 1.090, H173 1.090
164 N -1.4340 -6.2180 5.4663  C160 1.452, H174 1.010, H175 1.010
165 H -1.5821 -9.4926 6.1601  C159 1.090
166 H -1.6383 -8.1598 7.2988  C159 1.090
167 H -0.1616 -8.5559 6.3883  C159 1.090
168 H -1.2640 -7.8477 4.2872  C160 1.090
169 H -4.0464 -7.6413 5.5446  C161 1.090
170 H -3.3438 -8.9922 4.5825  C161 1.090
171 H -3.9397 -6.8260 1.7336  C163 1.090
172 H -4.9693 -8.1253 2.4319  C163 1.090
173 H -3.3384 -8.3941 2.1406  C163 1.090
174 H -0.4637 -6.0499 5.2421  N164 1.010
175 H -1.7845 -5.5715 4.7740  N164 1.010
176 C 1.4453 4.5185 -9.0314  C177 1.588, H182 1.090, H183 1.090, H184 1.090
177 C 2.8246 5.2966 -9.1470  C176 1.588, C178 1.534, N181 1.501, H185 1.090
178 C 3.9988 4.3455 -9.4086  C177 1.534, O179 1.443, H186 1.090, H187 1.090
179 O 4.2202 3.5946 -8.1961  C178 1.443, C180 1.359
180 C 5.1343 2.6133 -8.4187  O179 1.359, H188 1.090, H189 1.090, H190 1.090
181 N 2.6853 6.3315 -10.2250  C177 1.501, H191 1.010, H192 1.010
182 H 0.6259 5.1458 -8.6805  C176 1.090
183 H 1.5595 3.5314 -8.5833  C176 1.090
184 H 1.1763 4.3836 -10.0791  C176 1.090
185 H 3.0453 5.8959 -8.2637  C177 1.090
186 H 4.8975 4.9245 -9.6213  C178 1.090
187 H 3.7132 3.6479 -10.1959  C178 1.090
188 H 5.1359 1.8326 -7.6580  C180 1.090
189 H 6.1279 3.0544 -8.3400  C180 1.090
190 H 4.8865 2.2041 -9.3981  C180 1.090
191 H 1.6907 6.3245 -10.4004  N181 1.010
192 H 2.8913 7.2699 -9.9134  N181 1.010

## Properties
- total charge = 0
- LUMO energy (eV) = 0.3
- spin multiplicity = 1
- Kohn-Sham gap (eV) = 8.4
- energy (a.u.) = -3186.37431
- relative energy (zero: lowest compared OMol25 entry of this formula, charge and spin) (kcal per mole) = 196.5
- HOMO level (eV) = -8.1

Atom charges from the Löwdin analysis, given in e for atoms 1 to 2: atom 1 (C): -0.01, atom 2 (C): -0.54